Formula: C5H14
Source: the Open Molecules 2025 dataset
Level of theory: wB97M-V/def2-TZVPD

The largest force on an atom is 1.42 eV/Å. The total charge is 0. The HOMO energy is -0.41445 hartree. As for the SMILES: CCC.CC.

CARTESIAN COORDINATES (ANGSTROEM)
C (2.77406, 0.83124, 0.34318)
C (-2.14986, -1.56726, 1.26417)
C (1.88547, 0.35778, -0.78394)
C (-2.88169, -0.85259, 0.11348)
C (0.73983, 1.29705, -1.11499)
H (3.31601, 1.74881, 0.05711)
H (1.14491, 2.28548, -1.35577)
H (3.56180, 0.12657, 0.64103)
H (2.26397, 1.14631, 1.25818)
H (-1.97740, -0.89617, 2.10283)
H (2.49342, 0.14857, -1.67213)
H (-1.14637, -1.83460, 0.94971)
H (-2.67046, -2.46143, 1.59501)
H (0.04886, 1.39457, -0.28093)
H (0.22488, 0.94121, -2.00936)
H (-2.15172, -0.31819, -0.49262)
H (1.49421, -0.63521, -0.53277)
H (-3.62469, -0.13300, 0.46619)
H (-3.34524, -1.57915, -0.54838)